The following is a quantum chemistry calculation of a molecular structure, C12H18F9MnN5O2PS4Sb at a distorted geometry, from OMol25.

```
53
Properties=species:S:1:pos:R:3:forces:R:3:mulliken_spin:R:1
Sb -15.133059 -7.587551 2.768142 -0.97 -1.13 -1.10 -0.001
Mn -12.702718 -6.246607 4.399526 -1.81 0.37 0.26 4.747
S -13.018409 -8.365508 3.548584 0.54 -0.65 0.07 0.057
S -16.707435 -8.947766 3.830469 0.24 0.31 -0.60 0.008
S -15.157583 -5.503057 3.716745 0.75 0.66 0.44 0.063
S -15.307415 -7.659291 0.426954 0.21 0.09 0.90 0.009
P -16.375574 -8.501901 7.891112 1.76 4.98 0.65 0.001
F -10.517089 -3.976672 1.010235 -0.13 -0.02 0.49 -0.001
F -11.098815 -2.311444 4.880326 0.62 -0.27 0.02 0.000
F -11.703290 -2.035653 2.811605 0.45 -0.38 0.36 0.001
F -8.883754 -4.016933 4.751507 -0.70 -0.21 -0.31 0.000
F -10.983477 -5.922858 1.931413 1.29 0.06 -0.42 0.004
F -8.726003 -4.816090 2.734019 -0.33 0.39 0.60 -0.001
F -8.948973 -2.716991 3.110072 -0.31 1.20 -0.80 0.001
F -12.513937 -4.552304 1.724616 0.76 1.35 0.38 0.005
F -12.927518 -3.164083 4.184254 1.51 -0.56 -0.45 0.007
O -13.069973 -5.614457 6.576915 -0.01 0.32 0.45 0.028
O -11.059144 -5.168378 4.326176 -0.01 0.76 -0.72 0.067
N -18.468899 -9.973854 7.111377 -0.63 -1.04 -0.55 0.000
N -17.378438 -10.461677 9.335169 -0.58 -1.85 0.46 0.000
N -11.321498 -6.636949 7.502850 0.19 -1.00 -0.33 0.010
N -12.612944 -5.212263 8.743448 -1.91 2.12 0.66 0.002
N -16.288613 -10.970155 7.201989 1.74 -1.94 -0.34 0.000
C -9.403821 -3.893700 3.504096 3.90 -0.92 0.28 -0.005
C -10.853314 -4.167729 3.399297 -0.50 -1.04 2.84 -0.017
C -17.517508 -10.893598 6.414165 0.48 0.48 1.97 0.000
C -11.621012 -2.958952 3.832680 -3.09 2.59 -0.21 0.007
C -12.379461 -5.797263 7.587250 0.48 -1.41 -2.83 -0.007
C -17.997346 -8.586023 7.022266 1.10 -1.63 -0.72 0.000
C -18.619108 -10.303100 8.528528 -0.74 -0.32 0.05 0.000
C -16.713333 -9.190609 9.602447 0.78 -1.22 -1.82 0.000
C -11.176789 -4.600699 2.005644 -2.54 -2.21 -2.22 0.005
C -15.431941 -9.771684 7.028067 -1.93 -1.20 1.19 0.003
C -16.441019 -11.402624 8.577868 -1.32 0.91 -0.11 0.000
C -10.499787 -7.019618 8.610386 0.46 0.05 0.32 0.002
H -16.798643 -12.461322 8.611094 -0.26 0.86 -0.03 0.000
H -19.256567 -9.449667 8.900017 0.67 -0.96 0.30 0.000
H -17.885130 -11.915326 6.280477 -0.50 0.22 0.16 0.000
H -14.445489 -9.944896 7.421821 0.44 0.01 0.24 0.001
H -18.732313 -7.949574 7.454946 -0.50 0.72 0.47 0.000
H -9.741451 -7.734967 8.262229 -0.01 0.56 0.04 0.000
H -19.198312 -11.262637 8.646782 0.51 0.80 -0.24 0.000
H -12.070183 -5.261914 9.554194 0.95 -0.34 0.84 -0.001
H -15.506176 -11.395932 9.144769 0.18 0.14 -0.35 0.000
H -10.036071 -6.093474 9.013134 0.13 -0.74 0.04 0.000
H -11.289157 -7.202797 6.652088 -0.10 0.41 0.50 0.011
H -15.392525 -9.521329 5.985920 0.17 0.27 -0.68 -0.002
H -13.248523 -4.420215 8.676290 0.14 -0.53 0.11 -0.001
H -17.338293 -8.536975 10.188415 -0.32 0.33 0.13 0.000
H -17.839116 -8.318051 5.950941 0.06 -0.02 0.72 0.000
H -11.023056 -7.560725 9.415293 -0.18 0.30 -0.11 0.000
H -17.196216 -10.477308 5.473794 -0.43 0.08 -0.48 0.000
H -15.761528 -9.375530 10.168974 -0.70 0.24 -0.51 0.000
```
Positions in Å, forces in eV/Å.

- net charge = -2
- LUMO energy (alpha / beta) (eV) = 3.842 / 3.840
- HOMO-LUMO gap (alpha / beta) (eV) = 5.0 / 5.0
- ΔE to the lowest compared entry with this formula, charge and spin (kJ/mol) = 111.3
- 2S+1 = 6
- HOMO (alpha / beta) (eV) = -1.21 / -1.21